1.
{
  "formula": "CFNO5RuS2",
  "method": "ωB97M-V with the def2-TZVPD basis set",
  "lumo_energy_ev": [-0.711, -3.761],
  "s_squared": 12.0075,
  "gap_ev": [7.43, 6.72],
  "spin_multiplicity": 7,
  "species": ["Ru", "N", "S", "O", "O", "S", "O", "F", "O", "C", "O"],
  "positions_angstrom": [[-0.510, 1.240, 1.608], [-0.703, 0.376, -0.332], [0.462, 1.510, -1.018], [-0.313, 2.324, -2.012], [0.624, 2.293, 0.319], [-0.671, -1.071, -0.966], [-0.548, -2.078, 0.165], [-2.311, -1.297, -1.423], [2.006, -2.456, 2.047], [1.429, -1.475, 1.782], [1.223, -0.313, 1.882]]
}



2.
{
  "formula": "C20H16F9NO5PS",
  "method": "ωB97M-V with the def2-TZVPD basis set",
  "lumo_energy_ev": 5.209,
  "gap_ev": 1.15,
  "charge": -3,
  "spin_multiplicity": 1,
  "species": ["C", "C", "O", "C", "C", "C", "C", "C", "C", "N", "C", "C", "C", "C", "C", "F", "F", "C", "F", "F", "C", "F", "F", "C", "F", "F", "F", "C", "C", "C", "C", "S", "H", "H", "H", "H", "H", "H", "H", "H", "H", "H", "H", "H", "H", "H", "H", "H", "O", "P", "O", "O", "O"],
  "positions_angstrom": [[2.025, -1.755, -1.522], [3.025, -1.473, -0.300], [2.904, -0.152, 0.305], [2.999, 0.898, -0.640], [4.018, 0.865, -1.838], [4.136, 2.000, -2.900], [3.155, 3.211, -2.754], [2.169, 3.237, -1.564], [2.044, 2.141, -0.470], [1.139, 2.158, 0.684], [-0.181, 2.730, 0.391], [-1.450, 2.150, 1.118], [-1.416, 0.964, 2.180], [-2.447, -0.238, 1.859], [-1.737, -1.658, 1.622], [-0.465, -1.580, 1.004], [-1.542, -2.371, 2.854], [-2.681, -2.504, 0.598], [-4.072, -2.335, 0.937], [-2.400, -3.907, 0.756], [-2.413, -2.152, -0.947], [-1.302, -2.895, -1.415], [-2.120, -0.780, -1.182], [-3.681, -2.497, -1.904], [-3.149, -2.551, -3.237], [-4.602, -1.424, -1.854], [-4.266, -3.752, -1.629], [-2.878, 2.780, 0.826], [-3.104, 3.977, -0.153], [-1.860, 4.553, -0.862], [-0.461, 3.929, -0.577], [1.020, 4.695, -1.422], [2.686, -1.976, -2.448], [1.404, -2.717, -1.363], [1.276, -0.922, -1.737], [2.744, -2.232, 0.532], [4.130, -1.664, -0.534], [4.722, -0.027, -1.936], [4.899, 1.912, -3.741], [3.173, 4.067, -3.525], [1.074, 1.242, 1.149], [-1.746, 1.422, 3.192], [-0.388, 0.507, 2.367], [-3.194, 0.025, 1.016], [-3.104, -0.374, 2.802], [-3.791, 2.345, 1.362], [-4.155, 4.424, -0.312], [-1.935, 5.455, -1.574], [1.446, -4.477, 4.187], [2.360, -3.551, 3.357], [3.831, -3.976, 3.551], [2.174, -2.093, 3.830], [1.987, -3.655, 1.862]]
}



Q: Which formula does entry 1 have?
A: CFNO5RuS2